Entry from OMol25: 4 unconnected molecules or ions with the total composition C27H43ClN6O9S at a distorted geometry (ωB97M-V/def2-TZVPD).

Geometry as XYZ:
```
87
Properties=species:S:1:pos:R:3:forces:R:3
C 4.688317 6.375508 1.042031 -0.37 0.23 0.10
C 4.309322 6.222160 -0.523671 -1.02 -0.26 0.36
C 4.655373 4.776291 -1.130011 3.11 -2.99 1.73
O 5.537798 4.040890 -0.591195 -3.46 3.42 -2.23
O 3.984474 4.194639 -2.265136 -0.42 1.32 2.66
C 2.565493 3.974394 -1.960497 -1.64 0.10 -1.38
C 2.151426 2.424100 -1.929464 0.86 -0.41 1.01
C 2.623189 1.645293 -0.588756 0.46 -1.76 1.33
C 3.026353 2.401833 0.710802 0.19 -1.08 0.43
N 3.456158 1.836909 1.948174 -2.03 -2.16 -5.60
C 3.412176 0.406171 1.814394 0.32 -2.25 1.39
C 3.807330 -0.430516 3.107625 -0.41 -2.30 -0.72
C 4.264225 0.359813 4.452078 -0.39 -0.03 -1.63
O 5.225230 -0.484995 5.171748 -2.42 0.68 0.63
N 6.400864 -0.570444 4.475539 2.73 1.86 0.26
O 7.163042 0.275747 4.857288 -1.25 -1.76 -0.91
C 3.780335 -1.968221 3.185045 -1.06 3.33 -3.17
C 3.341456 -2.756013 1.886861 -0.01 3.44 -0.50
C 2.980229 -1.996314 0.591484 0.96 -0.05 3.11
C 2.576415 -2.747715 -0.759251 -0.11 0.82 0.46
C 2.688889 -4.345437 -0.712797 -0.20 0.60 -0.81
C 4.168437 -4.925917 -0.476346 -0.29 -1.16 -0.02
C 5.354891 -4.028727 -1.074966 -0.05 -0.82 -0.47
S 6.926538 -4.629382 -0.212745 -0.63 -0.33 7.06
O 7.162548 -3.632691 0.912497 -0.29 -2.00 -3.99
O 6.754124 -6.001462 0.400974 0.45 2.98 -3.05
Cl 8.578495 -4.640654 -1.467851 -0.94 0.07 0.14
C 3.001940 -0.409981 0.569107 0.19 -0.29 0.51
N 2.620642 0.221470 -0.663830 0.98 3.35 3.42
H 3.744644 6.702553 1.618360 1.45 -0.48 -0.93
H 5.454461 7.223964 1.160185 -1.02 -1.54 -0.06
H 5.049652 5.402635 1.527360 -0.31 1.48 -0.95
H 4.806236 7.082095 -1.084856 -0.64 -1.52 0.35
H 3.167292 6.373018 -0.593538 1.82 -0.17 -0.24
H 1.991877 4.443749 -2.852276 0.84 -0.78 1.49
H 2.202214 4.540820 -1.034394 0.63 -0.98 -1.23
H 1.014242 2.338267 -1.982379 1.49 0.29 0.10
H 2.596835 1.847333 -2.828312 -0.66 1.07 1.50
H 2.972286 3.553910 0.673730 0.16 -2.18 0.22
H 3.345666 0.562906 5.121346 1.78 -0.47 -0.89
H 4.793396 1.346091 4.177458 -1.02 -1.47 0.44
H 4.063157 -2.489546 4.170418 -0.48 0.91 -1.92
H 3.318757 -3.903396 1.998405 -0.05 2.17 -0.56
H 1.493527 -2.417414 -1.008874 1.73 -0.70 0.36
H 3.221203 -2.288849 -1.603614 -1.01 -0.86 1.28
H 2.310682 -4.725011 -1.740814 0.63 0.64 1.66
H 1.951217 -4.756434 0.061596 1.24 0.52 -0.97
H 4.322004 -5.208112 0.633074 0.00 0.80 -1.88
H 4.212665 -5.938009 -1.039501 0.03 1.63 1.03
H 5.295528 -2.915912 -0.834375 0.26 -1.61 -0.33
H 5.505082 -4.272745 -2.181670 -0.31 0.67 1.47
C -3.191183 1.478708 -0.100861 0.33 -0.15 0.13
N -1.977326 2.230915 0.155378 0.04 0.93 -0.60
C -1.056780 1.753926 1.169542 0.16 0.27 -0.09
C -1.675095 3.370305 -0.526235 -0.17 -0.63 0.43
O -0.673667 4.046600 -0.358701 0.14 -0.14 0.03
H -3.780715 1.432882 0.818753 -0.12 -0.11 -0.13
H -2.923790 0.468572 -0.414230 -0.29 0.08 0.03
H -3.786492 1.950181 -0.884223 0.12 -0.03 0.07
H -0.937444 2.524016 1.935917 0.12 -0.14 0.03
H -0.083333 1.563773 0.709591 0.03 -0.05 0.19
H -1.431967 0.837128 1.625983 -0.04 0.11 -0.14
H -2.439197 3.643074 -1.271929 -0.06 -0.07 0.03
C -6.443143 -3.270451 1.185540 0.24 0.03 0.01
N -5.312275 -2.555415 0.631720 0.00 0.50 -0.55
C -3.994131 -2.784303 1.190869 0.02 0.18 -0.21
C -5.450687 -1.672529 -0.400859 -0.42 -0.53 0.23
O -4.539424 -1.039198 -0.911637 0.13 -0.24 0.23
H -6.538324 -3.020126 2.245572 -0.16 -0.14 -0.01
H -6.272817 -4.345019 1.077278 -0.17 -0.01 0.11
H -7.366331 -3.000634 0.670072 0.15 0.06 -0.01
H -3.595265 -1.838763 1.567150 0.14 -0.14 0.03
H -3.331279 -3.156042 0.405282 0.10 0.03 0.16
H -4.043380 -3.510605 2.003310 -0.08 0.09 -0.10
H -6.491839 -1.573203 -0.749813 0.39 -0.09 0.20
C -9.799232 0.558643 -4.111398 -0.15 -0.13 0.14
N -9.588013 -0.126450 -2.852535 0.89 0.10 0.28
C -10.698626 -0.830584 -2.240984 0.18 -0.08 0.24
C -8.378055 -0.129537 -2.225614 -0.52 0.08 -0.36
O -8.134398 -0.684882 -1.167995 -0.67 0.13 -0.22
H -10.575696 1.316389 -3.978259 0.05 0.01 -0.20
H -10.121550 -0.167471 -4.862064 0.00 0.18 -0.10
H -8.882405 1.042255 -4.452116 -0.06 -0.08 0.10
H -10.887604 -0.409841 -1.250377 -0.10 -0.15 -0.04
H -10.435966 -1.885427 -2.129173 -0.17 0.05 0.07
H -11.595008 -0.738913 -2.855508 0.17 0.04 0.01
H -7.605900 0.433365 -2.773903 -0.04 0.00 -0.04
```
Forces are in eV/Å.

Values from the calculation:
E_HOMO = -8.268 eV
Energy above the lowest of the compared OMol25 structures with the same formula, charge and spin = 200.0 kcal per mole
Structure (SMILES) = CCC(=O)OCCc1cnc2c(CON=O)ccc(CCCCS(=O)(=O)Cl)c2n1.CN(C)C=O.CN(C)C=O.CN(C)C=O

In elementary charge units, the Mulliken charges are:
1 C -0.9427
2 C -0.2244
3 C 0.4269
4 O -0.4970
5 O -0.3446
6 C -0.4512
7 C -0.5085
8 C 0.3002
9 C -0.0025
10 N -0.5435
11 C 0.0983
12 C 0.4094
13 C -0.3983
14 O -0.2202
15 N 0.2725
16 O -0.3546
17 C -0.7357
18 C -0.4852
19 C 0.5052
20 C -0.3971
21 C -0.8881
22 C -0.5899
23 C -0.5023
24 S 1.0425
25 O -0.5331
26 O -0.5511
27 Cl -0.2155
28 C 0.2004
29 N -0.4469
30 H 0.2565
31 H 0.2879
32 H 0.3071
33 H 0.4378
34 H 0.1993
35 H 0.2831
36 H 0.2502
37 H 0.1935
38 H 0.3337
39 H 0.1711
40 H 0.2883
41 H 0.2906
42 H 0.3299
43 H 0.0722
44 H 0.4309
45 H 0.2963
46 H 0.3653
47 H 0.2954
48 H 0.3457
49 H 0.4368
50 H 0.2633
51 H 0.4209
52 C -0.9426
53 N 0.2202
54 C -0.6648
55 C 0.0113
56 O -0.5738
57 H 0.3088
58 H 0.4274
59 H 0.2634
60 H 0.2994
61 H 0.0649
62 H 0.3135
63 H 0.2990
64 C -0.9129
65 N 0.1045
66 C -0.8977
67 C 0.5784
68 O -0.6281
69 H 0.3414
70 H 0.3372
71 H 0.2727
72 H 0.2296
73 H 0.2860
74 H 0.3779
75 H -0.0260
76 C -0.9239
77 N 0.1160
78 C -0.9311
79 C 0.1552
80 O -0.6959
81 H 0.3404
82 H 0.3463
83 H 0.2971
84 H 0.2872
85 H 0.2857
86 H 0.3801
87 H 0.2740

***

Entry from OMol25: C8H5O2PS in the gas phase at a distorted geometry (ωB97M-V/def2-TZVPD).

Geometry as XYZ:
```
17
Properties=species:S:1:pos:R:3:forces:R:3
C 3.043588 -1.635302 0.468034 -5.65 2.04 -2.88
C 1.832730 -1.329158 0.017669 3.95 -0.71 3.84
C 0.306523 -0.799357 0.089107 1.09 2.20 0.13
C 0.037476 0.619629 0.267369 -1.04 -3.27 0.42
P 1.412618 1.932044 0.381543 0.39 -0.52 -2.47
S 2.370719 1.877784 -1.347812 -0.27 0.07 0.54
C -1.541615 1.019139 0.373577 -0.95 1.43 1.62
O -1.971708 1.846106 1.243218 2.01 -3.47 -4.05
C -2.501670 0.234655 -0.685001 1.68 -3.19 0.40
C -2.229992 -1.181686 -0.868794 0.22 3.95 0.92
C -0.975517 -1.805190 -0.031747 -0.29 -2.89 0.63
O -0.993203 -2.977734 0.472253 0.25 5.59 -2.46
H 4.189136 -1.737508 0.613003 -2.77 0.07 -0.41
H 2.382912 1.663942 1.402053 -1.17 0.18 0.20
H 0.840987 3.259523 0.449284 -0.05 -1.16 0.91
H -3.337732 0.796280 -1.234621 1.39 -0.95 1.14
H -2.865253 -1.783168 -1.609134 1.20 0.65 1.52
```
Forces are in eV/Å.

Values from the calculation:
E_HOMO = -8.704 eV
Structure (SMILES) = C#CC1=C([PH2]=S)C(=O)C=CC1=O

In elementary charge units, the Mulliken charges are:
1 C -0.1954
2 C -0.6383
3 C 0.6861
4 C 0.1667
5 P 0.1170
6 S -0.3839
7 C 0.2389
8 O -0.5135
9 C -0.2492
10 C -0.3215
11 C 0.2870
12 O -0.4885
13 H 0.3478
14 H 0.1321
15 H 0.1345
16 H 0.3416
17 H 0.3387

***

Entry from OMol25: C5H8IOP in the gas phase at a distorted geometry (ωB97M-V/def2-TZVPD).

Geometry as XYZ:
```
16
Properties=species:S:1:pos:R:3:forces:R:3
C 2.339105 -0.124970 0.413230 -6.55 3.19 5.59
C 0.846591 -0.358649 0.361246 1.22 -0.13 -0.51
C -0.395461 -0.025296 1.507348 1.92 0.25 -1.42
C 3.376586 -0.600542 -0.329108 5.03 -2.44 -3.91
C -1.633685 0.812715 -1.083952 0.37 0.09 0.42
O 0.235907 2.453096 0.234322 0.19 0.60 0.01
P -0.254780 1.080112 0.094546 -0.76 -1.23 0.30
I 5.334776 0.079445 -0.030143 -1.32 -0.43 -0.11
H 2.588724 0.656283 1.127067 -0.03 0.04 -0.12
H 0.573807 -1.255557 -0.189233 -0.15 0.07 -0.13
H -1.099589 -0.839200 1.513353 -0.16 -0.12 -0.02
H -0.042990 0.304525 2.471021 0.07 0.13 0.13
H 3.279121 -1.355857 -1.090061 0.18 -0.03 -0.09
H -1.806973 1.754629 -1.593946 -0.01 0.09 -0.09
H -1.399313 0.037414 -1.805851 0.06 -0.09 -0.06
H -2.522150 0.532344 -0.522856 -0.07 -0.01 0.00
```
Forces are in eV/Å.

Values from the calculation:
E_HOMO (spin up / spin down) = -5.295 / -9.761 eV
Multiplicity = 3
Energy above the lowest of the compared OMol25 structures with the same formula, charge and spin = 0.0 kcal per mole

In elementary charge units, the Mulliken charges are:
1 C -0.3577
2 C -0.1267
3 C -0.7914
4 C -0.6224
5 C -0.9958
6 O -0.7117
7 P 0.6583
8 I 0.0849
9 H 0.2569
10 H 0.4277
11 H 0.3077
12 H 0.3538
13 H 0.4959
14 H 0.3078
15 H 0.3643
16 H 0.3484

***

Entry from OMol25: a molecular structure, C36H30BrNO4S4Ti at a distorted geometry (ωB97M-V/def2-TZVPD).

Geometry as XYZ:
```
77
Properties=species:S:1:pos:R:3:forces:R:3
Ti -1.337337 -1.146205 0.307963 -1.95 0.11 -0.75
S -3.393560 -0.075707 1.240491 0.12 -0.16 0.25
C -4.577929 -1.313626 0.853799 -0.11 0.13 -0.13
C -5.939408 -0.994940 0.969510 0.00 -0.01 -0.01
C -6.930421 -1.940183 0.763811 0.05 0.02 0.02
C -6.582884 -3.240787 0.407980 0.03 0.02 0.03
C -5.245210 -3.567296 0.262842 0.07 -0.04 -0.03
C -4.237246 -2.624140 0.487553 -0.06 -0.09 -0.12
S -2.565218 -3.179282 0.327502 0.12 0.33 0.07
C -0.204224 -3.165992 -2.032142 0.03 -0.04 -0.22
C 0.742500 -2.535854 -1.296133 0.10 0.37 0.11
C 2.091996 -2.995969 -1.486813 0.06 -0.02 0.12
C 3.168437 -2.365962 -0.899857 0.07 0.03 0.00
C 2.946562 -1.260523 -0.112393 0.03 -0.13 -0.19
C 1.612310 -0.792982 0.174674 -0.11 -0.39 -0.30
C 1.557619 0.252190 1.030531 0.09 0.26 0.14
S -0.956386 1.641818 -0.297582 -0.05 -0.62 0.14
C -2.421056 1.993839 -1.172903 -0.20 0.18 0.05
C -2.902122 3.301723 -1.197476 0.01 -0.04 0.05
C -4.017855 3.613322 -1.951593 -0.04 -0.02 -0.07
C -4.642505 2.599666 -2.677115 0.06 -0.10 0.01
C -4.171275 1.296693 -2.638279 0.01 0.02 -0.01
C -3.039629 0.957135 -1.883536 -0.09 0.03 -0.06
S -2.459936 -0.680855 -1.863292 -0.13 -0.08 -0.35
N 0.480066 -1.461237 -0.387026 1.31 -0.20 -0.15
H -6.198404 0.024193 1.238863 0.00 -0.08 -0.02
H -7.973523 -1.665804 0.885146 0.07 0.00 -0.03
H -7.346940 -3.994144 0.249001 0.05 0.05 -0.01
H -4.954011 -4.574766 -0.024640 -0.05 0.12 0.04
H -1.236540 -2.886974 -2.076677 -0.19 0.01 0.05
H 0.111086 -3.982900 -2.672806 -0.04 0.09 0.11
H 2.230653 -3.844669 -2.144799 -0.02 0.04 0.06
H 4.178450 -2.725329 -1.067375 -0.06 0.02 -0.02
H 3.767160 -0.719191 0.343696 -0.08 -0.05 -0.01
H 2.493037 0.685062 1.365289 -0.09 -0.07 0.01
H 0.668659 0.678837 1.447656 -0.24 0.08 0.04
H -2.399736 4.065246 -0.612427 -0.05 -0.08 -0.07
H -4.393494 4.629100 -1.985167 0.00 -0.06 0.02
H -5.514024 2.832031 -3.279787 0.02 -0.03 0.04
H -4.673388 0.504760 -3.183603 0.01 0.10 0.02
Br 3.336537 -1.323721 3.962908 -0.12 0.09 -0.11
C 2.376437 -2.753754 3.164857 -0.23 0.02 -0.05
C 3.105866 -3.916304 2.958511 0.00 0.00 0.00
C 2.498345 -5.037096 2.415292 0.02 -0.04 -0.04
C 1.154640 -4.998421 2.083771 -0.08 -0.07 0.01
C 0.437667 -3.828201 2.270187 0.11 0.05 0.00
C 1.027504 -2.678392 2.793814 -0.10 0.02 -0.19
C 0.153009 -1.448111 2.970355 -0.34 -0.28 -0.42
O 0.282440 -0.743653 3.930249 -0.05 0.43 0.26
O -0.808391 -1.261772 2.042117 1.85 -0.21 1.76
H 4.153418 -3.936779 3.230183 -0.04 0.01 -0.01
H 3.078752 -5.938201 2.252588 -0.01 0.04 0.03
H 0.656822 -5.874843 1.681489 0.06 0.10 0.01
H -0.611712 -3.797846 2.022806 -0.14 0.05 -0.11
C 5.245609 4.148439 1.304831 -0.06 0.03 -0.07
C 4.072315 3.760923 0.436922 0.01 -0.04 0.02
C 2.809315 4.287003 0.660508 -0.01 0.03 0.06
C 1.710034 3.925925 -0.120169 -0.16 0.08 0.02
C 0.362417 4.559198 0.165913 0.22 0.02 -0.06
C 1.906014 3.007986 -1.148477 -0.07 0.06 0.03
C 3.179797 2.501627 -1.436411 0.03 -0.15 -0.06
C 3.397934 1.598511 -2.630000 -0.01 0.08 0.15
C 4.240451 2.873640 -0.625968 0.08 0.01 0.01
C 0.810928 2.556193 -2.074604 -0.03 0.16 0.43
O 0.701373 2.952746 -3.193651 -0.08 0.03 -0.24
O 0.023696 1.515787 -1.645798 0.36 -0.08 -0.30
H 4.918350 4.707142 2.184147 0.02 -0.05 -0.07
H 5.952005 4.775222 0.751551 -0.05 -0.05 0.03
H 5.787851 3.263473 1.644542 -0.03 0.03 -0.01
H 2.665398 5.004626 1.467092 0.01 -0.10 -0.09
H 0.496966 5.575585 0.539551 0.03 0.00 -0.05
H -0.182105 3.991416 0.920625 0.04 0.07 -0.02
H -0.262716 4.605018 -0.730429 0.11 -0.01 0.09
H 2.615700 0.842235 -2.719267 0.02 -0.01 0.05
H 4.356545 1.086718 -2.556751 0.01 0.00 0.03
H 3.387134 2.188054 -3.550489 -0.02 -0.05 0.04
H 5.229378 2.469327 -0.835683 -0.10 0.03 0.04
```
Forces are in eV/Å.

Values from the calculation:
E_HOMO (spin up / spin down) = -4.371 / -4.377 eV
Multiplicity = 2
Energy above the lowest of the compared OMol25 structures with the same formula, charge and spin = 79.8 kcal per mole
Total charge = -1

In elementary charge units, the Mulliken charges are:
1 Ti 0.1736
2 S -0.3506
3 C 0.4809
4 C -0.7946
5 C -0.5414
6 C -0.5672
7 C -0.7893
8 C 0.6248
9 S -0.4288
10 C -1.6656
11 C 1.4918
12 C -1.1248
13 C -1.0813
14 C -1.0060
15 C 2.7763
16 C -2.3802
17 S 0.0400
18 C 0.3020
19 C -0.3785
20 C -0.8973
21 C -0.5470
22 C -0.7643
23 C 0.5423
24 S -0.5434
25 N 1.6233
26 H 0.3934
27 H 0.3487
28 H 0.3429
29 H 0.4158
30 H 0.1931
31 H 0.2290
32 H 0.3506
33 H 0.4255
34 H 0.4648
35 H 0.0879
36 H 0.1554
37 H 0.3858
38 H 0.3893
39 H 0.3563
40 H 0.4410
41 Br -0.1393
42 C -0.0243
43 C -0.5841
44 C -0.5043
45 C -0.7549
46 C -0.2611
47 C 0.7694
48 C 0.1677
49 O -0.5899
50 O -0.0634
51 H 0.4114
52 H 0.3690
53 H 0.4169
54 H 0.5304
55 C -1.6038
56 C 0.8191
57 C -1.0457
58 C 1.3697
59 C -1.7567
60 C 1.1609
61 C 1.2654
62 C -1.7808
63 C -0.8539
64 C -0.9295
65 O -0.5380
66 O 0.0199
67 H 0.3582
68 H 0.3248
69 H 0.3555
70 H 0.3617
71 H 0.5574
72 H 0.3330
73 H 0.2631
74 H 0.2658
75 H 0.3955
76 H 0.3871
77 H 0.3534

***

| no. | calculated total energy (eV) |
| --- | --- |
| 1 | -79410.466 |
| 2 | -32588.128 |
| 3 | -24746.409 |
| 4 | -184001.811 |